DFT (ωB97M-V with the def2-TZVPD basis set) results for one molecule with the formula C14H25NO3.

## Properties
* structure (SMILES): CCC[C@H](CCC(=O)NC1CCCCC1)C(=O)O
* LUMO: 0.0319 Ha

Geometry as ORCA input:
```
! wB97M-V def2-TZVPD RIJCOSX def2/J DEFGRID3
* xyz 0 1
C 3.663 0.658 2.819
C 4.490 -0.221 1.889
C 3.969 -0.254 0.452
C 2.653 -1.025 0.278
C 2.417 -1.347 -1.209
C 1.003 -1.866 -1.479
C 0.040 -0.688 -1.605
O 0.353 0.319 -2.215
N -1.159 -0.864 -1.028
C -2.166 0.178 -0.965
C -2.314 0.698 0.466
C -3.365 1.802 0.519
C -4.705 1.290 -0.002
C -4.557 0.762 -1.426
C -3.507 -0.343 -1.482
C 1.447 -0.295 0.853
O 0.684 -0.818 1.621
O 1.249 0.965 0.457
H 3.593 1.672 2.429
H 4.128 0.703 3.801
H 2.658 0.266 2.942
H 5.516 0.154 1.869
H 4.520 -1.239 2.284
H 4.719 -0.741 -0.176
H 3.860 0.772 0.087
H 2.717 -1.969 0.830
H 3.156 -2.086 -1.521
H 2.563 -0.451 -1.820
H 0.685 -2.554 -0.696
H 0.987 -2.394 -2.435
H -1.309 -1.665 -0.434
H -1.805 0.982 -1.614
H -1.351 1.070 0.818
H -2.612 -0.127 1.118
H -3.474 2.157 1.545
H -3.036 2.643 -0.095
H -5.445 2.092 0.021
H -5.063 0.487 0.647
H -5.515 0.379 -1.784
H -4.255 1.579 -2.085
H -3.391 -0.703 -2.506
H -3.828 -1.184 -0.861
H 1.788 1.210 -0.309
*
```

DFT (ωB97M-V with the def2-TZVPD basis set) results for a 2-piece molecular cluster, C3H8O2 overall.

## Properties
* structure (SMILES): CC=O.CO
* LUMO: 0.0338 Ha

Geometry as ORCA input:
```
! wB97M-V def2-TZVPD RIJCOSX def2/J DEFGRID3
* xyz 0 1
C 1.379 -0.733 0.098
C 0.560 -1.189 1.223
O -0.633 -1.058 1.405
H 0.833 -0.200 -0.673
H 2.367 -0.315 0.335
H 1.546 -1.817 -0.136
H 1.156 -1.809 1.897
C -1.318 1.305 -0.963
O -0.514 1.332 0.192
H -1.846 2.227 -1.193
H -0.670 1.150 -1.814
H -2.105 0.553 -1.096
H -0.754 0.554 0.724
*
```

DFT (ωB97M-V with the def2-TZVPD basis set) results for C30H34Cl2CoN4O11P2S2Si as an isolated structure.

## Properties
* LUMO (alpha / beta): 0.0616 / 0.0617 Ha

Geometry as ORCA input:
```
! wB97M-V def2-TZVPD RIJCOSX def2/J DEFGRID3
* xyz -1 1
Co 0.263 0.050 0.331
C 1.778 -3.279 2.716
C 0.352 -3.150 2.193
O -0.458 -4.275 2.583
P -0.469 -1.641 2.789
O -1.652 -2.157 3.710
O 0.574 -0.959 3.724
O -0.991 -0.766 1.683
P 0.398 -3.060 0.345
O -1.150 -3.033 -0.042
O 1.048 -4.308 -0.105
O 1.025 -1.699 0.025
H 1.793 -3.328 3.804
H 2.370 -2.421 2.395
H 2.213 -4.182 2.292
H -0.453 -4.889 1.834
H -1.845 -3.078 3.465
H 0.516 0.002 3.955
H -1.290 -2.399 -0.779
Cl 3.258 -3.051 -1.108
C 4.107 -1.573 -0.848
C 5.120 -1.568 0.100
C 5.767 -0.392 0.429
C 5.388 0.795 -0.178
C 4.388 0.777 -1.130
Cl 3.941 2.274 -1.890
C 3.729 -0.401 -1.513
N 2.727 -0.325 -2.480
C 2.546 -1.164 -3.572
C 3.588 -1.933 -4.095
C 3.391 -2.734 -5.206
C 2.152 -2.772 -5.832
C 1.130 -1.977 -5.334
C 1.308 -1.161 -4.224
C 0.204 -0.239 -3.779
C -0.237 -0.424 -2.336
O -1.116 -1.232 -2.050
O 0.390 0.350 -1.518
H 5.371 -2.497 0.593
H 6.555 -0.394 1.170
H 5.874 1.728 0.070
H 1.954 0.283 -2.233
H 4.557 -1.898 -3.615
H 4.213 -3.329 -5.583
H 1.986 -3.395 -6.700
H 0.163 -1.980 -5.822
H -0.674 -0.402 -4.401
H 0.534 0.799 -3.892
C 3.718 3.339 3.251
Si 4.314 2.294 1.831
C 5.055 3.382 0.506
C 5.573 1.039 2.410
C 2.876 1.390 1.156
C 1.845 0.846 0.820
H 4.544 3.725 3.855
H 3.066 2.751 3.896
H 3.134 4.188 2.888
H 5.889 3.970 0.898
H 4.300 4.072 0.123
H 5.417 2.793 -0.339
H 6.536 1.498 2.648
H 5.732 0.279 1.642
H 5.205 0.534 3.306
N -6.206 0.974 6.152
C -4.956 1.291 5.625
C -4.798 2.407 4.802
C -3.546 2.769 4.343
C -2.432 2.006 4.678
C -2.581 0.898 5.503
C -3.832 0.542 5.970
S -0.811 2.492 4.155
O 0.097 1.772 5.035
O -0.788 3.933 4.165
N -0.540 1.853 2.734
C -1.055 2.270 1.601
S -2.168 3.610 1.398
C -2.269 3.301 -0.299
C -1.477 2.270 -0.624
N -0.793 1.687 0.417
H -7.000 1.328 5.646
H -6.321 0.028 6.471
H -5.665 2.999 4.532
H -3.427 3.660 3.744
H -1.709 0.324 5.784
H -3.943 -0.325 6.611
H -2.888 3.900 -0.943
H -1.330 1.879 -1.616
*
```

DFT (ωB97M-V with the def2-TZVPD basis set) results for a 2-piece molecular cluster, C17H19O overall.

## Properties
* LUMO: -0.2144 Ha

Geometry as ORCA input:
```
! wB97M-V def2-TZVPD RIJCOSX def2/J DEFGRID3
* xyz 1 1
C 3.492 0.622 2.965
O 2.157 1.073 2.943
C 1.247 0.069 2.958
C -0.132 0.323 2.953
C -1.107 -0.704 2.950
C -2.444 -0.386 2.947
C -2.852 0.941 2.947
C -1.912 1.962 2.949
C -0.573 1.662 2.951
H 4.148 1.495 2.969
H 3.667 0.032 3.865
H 3.692 0.022 2.078
H 1.604 -0.949 2.977
H -0.790 -1.732 2.951
H -3.183 -1.171 2.944
H -3.902 1.182 2.946
H -2.230 2.991 2.951
H 0.170 2.440 2.956
C 1.442 -2.182 -1.597
C 0.873 -0.807 -1.698
C 1.269 0.067 -0.776
C -0.080 -0.436 -2.774
C -0.476 -1.354 -3.750
C -1.348 -0.999 -4.756
C -1.853 0.283 -4.817
C -1.483 1.208 -3.864
C -0.610 0.854 -2.858
H 1.101 -2.850 -2.383
H 2.531 -2.150 -1.651
H 1.169 -2.638 -0.644
H 0.928 1.079 -0.749
H 1.962 -0.230 -0.013
H -0.100 -2.360 -3.730
H -1.636 -1.725 -5.500
H -2.532 0.560 -5.607
H -1.874 2.212 -3.909
H -0.337 1.592 -2.126
*
```

So what do the calculations give for ΔE to the lowest compared entry with this formula, charge and spin? Going down the list: 5.6 42.0 122.2 24.7 kcal per mole.
So what do the calculations give for largest force on an atom? Going down the list: 0.75 1.38 4.79 4.32 eV/Å.